Here is one molecule with the formula C6H8N2 in a non-equilibrium geometry from OMol25. Energies are from ωB97M-V/def2-TZVPD.

The energy comes out at -9329.5195 eV. The frontier orbital gap comes out at 10.0 eV. The value obtained for the relative energy (zero: lowest compared OMol25 entry of this formula, charge and spin) is 50.46 kcal/mol. Its LUMO energy is 0.0320 hartree.

Cartesian coordinates (Å):
N  -3.47  -0.03  0.31
C  -2.35  -0.04  0.03
C  -0.91  -0.06  -0.35
C  -0.34  1.22  -0.92
C  -0.12  0.87  0.57
C  1.20  0.22  0.84
C  1.22  -1.12  -0.09
N  -0.26  -1.38  -0.25
H  -1.04  1.98  -1.17
H  0.55  1.20  -1.37
H  -0.71  1.41  1.28
H  1.16  -0.18  1.85
H  1.96  0.94  0.73
H  1.86  -0.97  -1.05
H  1.72  -1.84  0.48
H  -0.49  -2.21  -0.89

=====

Here is one molecule with the formula C26H28ClN3O7 from OMol25. Energies are from ωB97M-V/def2-TZVPD.

The energy comes out at -58743.4755 eV. The frontier orbital gap comes out at 8.1 eV. The value obtained for the relative energy (zero: lowest compared OMol25 entry of this formula, charge and spin) is 0.00 kcal/mol. Its LUMO energy is -0.0011 hartree.

Cartesian coordinates (Å):
C  -5.34  -3.60  1.24
O  -5.01  -2.92  0.05
C  -3.83  -2.24  0.02
C  -2.94  -2.14  1.06
C  -1.76  -1.40  0.92
C  -0.82  -1.36  2.03
O  -0.97  -1.93  3.09
N  0.32  -0.60  1.80
C  1.40  -0.69  2.78
C  2.27  -1.92  2.47
C  2.71  -1.83  1.01
O  2.02  -2.24  0.10
N  3.90  -1.24  0.83
C  4.34  -0.83  -0.49
C  5.62  0.01  -0.34
C  5.86  0.89  -1.58
C  5.03  2.14  -1.27
C  4.77  2.05  0.25
O  5.50  0.93  0.73
C  0.59  0.10  0.65
O  1.58  0.81  0.55
N  -0.32  0.02  -0.37
C  -0.04  0.78  -1.57
C  -1.15  1.75  -1.94
O  -1.40  2.00  -3.10
C  -1.90  2.34  -0.81
C  -1.28  2.69  0.40
C  -2.04  3.20  1.44
C  -3.41  3.36  1.28
Cl  -4.34  3.97  2.59
C  -4.03  3.04  0.08
C  -3.27  2.55  -0.96
C  -1.47  -0.75  -0.27
C  -2.36  -0.87  -1.34
C  -3.53  -1.60  -1.21
O  -4.45  -1.75  -2.19
C  -4.20  -1.18  -3.45
H  -5.44  -2.91  2.08
H  -4.60  -4.36  1.48
H  -6.30  -4.07  1.04
H  -3.10  -2.62  2.01
H  1.98  0.23  2.72
H  0.93  -0.79  3.76
H  1.66  -2.82  2.60
H  3.12  -1.95  3.14
H  4.34  -0.73  1.58
H  3.54  -0.24  -0.96
H  4.53  -1.71  -1.11
H  6.46  -0.64  -0.10
H  6.92  1.13  -1.65
H  5.55  0.39  -2.49
H  4.09  2.14  -1.82
H  5.58  3.05  -1.53
H  5.14  2.93  0.79
H  3.71  1.92  0.46
H  0.16  0.11  -2.41
H  0.88  1.34  -1.37
H  -0.22  2.59  0.52
H  -1.57  3.47  2.37
H  -5.09  3.18  -0.03
H  -3.73  2.30  -1.90
H  -2.14  -0.40  -2.29
H  -4.11  -0.09  -3.39
H  -5.07  -1.43  -4.06
H  -3.31  -1.59  -3.91

=====

Here is C21H28N3O4SSeV as an isolated structure in a non-equilibrium geometry from OMol25. Energies are from ωB97M-V/def2-TZVPD.

The energy comes out at -136754.8621 eV. The frontier orbital gap (spin up / spin down) comes out at 7.1 / 6.5 eV. Its total charge is +1. The value obtained for the relative energy (zero: lowest compared OMol25 entry of this formula, charge and spin) is 8.60 kcal/mol. Its spin multiplicity is 2. Its LUMO energy (spin up / spin down) is -0.0780 / -0.0781 hartree.

Cartesian coordinates (Å):
V  0.80  1.03  -0.50
C  3.48  1.86  0.40
C  2.44  2.65  1.21
O  1.16  2.74  0.58
C  0.90  3.83  -0.31
C  1.73  3.78  -1.59
O  1.79  2.43  -2.06
C  1.17  2.14  -3.32
C  0.88  0.61  -3.39
O  1.21  -0.12  -2.21
C  2.53  -0.69  -2.11
C  3.51  0.19  -1.33
O  2.86  0.70  -0.16
H  4.29  1.57  1.07
H  3.90  2.47  -0.40
H  2.83  3.65  1.42
H  2.25  2.14  2.15
H  1.04  4.79  0.21
H  -0.15  3.72  -0.57
H  2.75  4.11  -1.41
H  1.28  4.44  -2.33
H  1.84  2.44  -4.13
H  0.24  2.69  -3.41
H  1.40  0.17  -4.24
H  -0.19  0.47  -3.53
H  2.93  -0.91  -3.10
H  2.40  -1.62  -1.56
H  3.86  1.02  -1.95
H  4.37  -0.43  -1.04
S  -1.52  1.23  -1.00
C  -1.47  0.75  0.65
C  -2.54  0.68  1.54
C  -2.27  0.35  2.86
C  -0.95  0.12  3.26
C  0.05  0.20  2.32
N  -0.20  0.49  1.03
H  -3.54  0.88  1.19
H  -3.08  0.29  3.58
H  -0.71  -0.10  4.29
H  1.08  -0.01  2.57
C  -0.84  -3.63  2.85
N  -1.17  -3.11  1.54
C  -0.29  -2.61  0.64
Se  1.52  -2.45  0.84
N  -0.99  -2.25  -0.45
C  -2.34  -2.52  -0.27
C  -3.45  -2.35  -1.08
C  -4.67  -2.77  -0.58
C  -4.78  -3.32  0.70
C  -3.67  -3.47  1.52
C  -2.45  -3.07  1.01
H  0.23  -3.55  3.00
H  -1.14  -4.68  2.91
H  -1.37  -3.07  3.62
H  -0.58  -1.80  -1.25
H  -3.36  -1.91  -2.07
H  -5.56  -2.67  -1.19
H  -5.75  -3.64  1.06
H  -3.76  -3.89  2.51

=====

Here is C33H70N5O7PrS2Si4 as an isolated structure in a non-equilibrium geometry from OMol25. Energies are from ωB97M-V/def2-TZVPD.

The energy comes out at -124396.5057 eV. The frontier orbital gap (spin up / spin down) comes out at 6.8 / 6.8 eV. The value obtained for the relative energy (zero: lowest compared OMol25 entry of this formula, charge and spin) is 0.00 kcal/mol. Its spin multiplicity is 3. Its LUMO energy (spin up / spin down) is 0.0039 / 0.0039 hartree.

Cartesian coordinates (Å):
Pr  1.10  0.04  0.10
O  4.54  -1.03  1.20
C  3.81  -0.26  0.62
O  2.98  0.57  1.16
C  3.77  -0.30  -0.95
O  4.58  -0.95  -1.57
O  2.77  0.35  -1.48
N  0.26  -1.96  1.82
C  -0.89  -2.25  2.69
C  -2.23  -2.13  1.98
C  -2.56  -0.73  1.50
N  -1.79  -0.32  0.30
H  0.38  -2.69  1.13
H  1.11  -1.99  2.38
H  -0.87  -1.54  3.51
H  -0.82  -3.26  3.12
H  -3.00  -2.43  2.69
H  -2.29  -2.84  1.14
H  -2.31  -0.01  2.28
H  -3.64  -0.66  1.31
H  -2.01  0.65  0.12
H  -2.11  -0.84  -0.51
O  2.12  2.80  -0.80
H  2.49  2.07  -1.33
H  2.71  2.88  -0.04
C  -5.57  -0.76  -4.35
C  -4.42  0.06  -3.84
C  -4.62  1.28  -3.21
C  -3.56  2.02  -2.71
C  -2.27  1.53  -2.86
C  -2.03  0.32  -3.50
C  -3.10  -0.40  -3.99
S  -0.90  2.34  -2.04
C  -0.05  2.93  -3.50
O  -0.07  1.17  -1.59
H  -6.52  -0.39  -3.96
H  -5.47  -1.80  -4.06
H  -5.62  -0.72  -5.44
H  -5.64  1.65  -3.09
H  -3.73  2.96  -2.20
H  -1.02  -0.07  -3.56
H  -2.92  -1.35  -4.50
H  0.07  2.10  -4.20
H  0.92  3.29  -3.15
H  -0.62  3.74  -3.94
C  -2.54  4.35  3.41
Si  -2.00  3.51  1.80
C  -3.56  2.55  1.27
C  -1.97  4.95  0.55
Si  0.02  2.26  1.95
Si  -0.23  1.62  4.23
C  0.04  2.87  5.62
C  1.10  0.31  4.59
C  -1.91  0.86  4.71
Si  1.30  4.25  2.33
C  3.03  3.63  2.82
C  0.80  5.50  3.65
C  1.50  5.39  0.83
H  -3.40  5.00  3.25
H  -1.72  4.95  3.82
H  -2.81  3.61  4.17
H  -4.42  3.22  1.23
H  -3.80  1.75  1.99
H  -3.46  2.08  0.28
H  -2.98  5.32  0.36
H  -1.52  4.65  -0.40
H  -1.38  5.78  0.95
H  1.03  3.33  5.56
H  -0.04  2.38  6.60
H  -0.71  3.67  5.58
H  2.09  0.77  4.51
H  1.08  -0.51  3.86
H  1.01  -0.13  5.59
H  -2.73  1.48  4.32
H  -2.07  -0.16  4.35
H  -2.02  0.84  5.80
H  3.07  3.43  3.89
H  3.82  4.36  2.59
H  3.27  2.69  2.31
H  0.44  5.03  4.57
H  0.00  6.15  3.28
H  1.66  6.13  3.91
H  1.60  4.86  -0.11
H  2.39  6.03  0.96
H  0.63  6.05  0.74
O  2.39  -2.37  0.05
S  3.69  -3.18  -0.03
C  3.74  -4.16  1.51
C  3.07  -5.50  1.26
C  3.45  -5.90  -0.17
C  3.25  -4.65  -1.03
H  3.28  -3.55  2.28
H  4.80  -4.26  1.74
H  1.99  -5.42  1.35
H  3.41  -6.25  1.98
H  2.85  -6.73  -0.54
H  4.50  -6.21  -0.20
H  2.21  -4.50  -1.29
H  3.85  -4.63  -1.93
C  2.55  -3.27  -4.90
C  2.85  -1.87  -4.37
N  1.78  -1.40  -3.48
C  0.78  -2.20  -2.99
N  0.20  -1.90  -1.86
C  -0.95  -2.74  -1.55
C  -0.72  -4.20  -1.86
C  -0.44  -4.34  -3.34
N  0.38  -3.23  -3.81
C  1.05  -3.37  -5.10
H  2.85  -4.02  -4.17
H  3.10  -3.45  -5.83
H  2.92  -1.18  -5.21
H  3.79  -1.84  -3.83
H  2.10  -0.71  -2.81
H  -1.83  -2.40  -2.13
H  -1.19  -2.62  -0.50
H  -1.58  -4.82  -1.58
H  0.13  -4.54  -1.28
H  -1.38  -4.34  -3.90
H  0.07  -5.28  -3.56
H  0.71  -2.58  -5.78
H  0.76  -4.33  -5.53